A molecular structure, C16H28Cl2IrN2O3Si2 at a distorted geometry, computed with ωB97M-V with the def2-TZVPD basis set.

XYZ file:
```
54
Properties=species:S:1:pos:R:3:nbo_charge:R:1
Ir 0.2830 -0.1684 -1.3051 1.096
C -2.9170 0.9082 0.2370 -1.141
Si -1.3863 0.9483 1.3112 1.687
C -1.9590 0.6165 3.0532 -1.125
C -0.4785 2.5745 1.1855 -1.128
C -0.2265 -0.4691 0.7138 -0.903
C -1.0141 -1.6683 0.3188 0.230
C -1.6998 -2.6767 0.9781 -0.261
C -2.3374 -3.6264 0.1971 -0.117
C -2.2798 -3.5616 -1.1953 -0.254
C -1.5866 -2.5377 -1.7995 0.071
N -0.9826 -1.6229 -1.0310 -0.432
Si 1.3946 -0.8657 1.6736 1.672
C 2.5384 0.5986 1.5901 -1.134
C 1.0170 -1.2945 3.4493 -1.120
C 2.1228 -2.3963 0.8860 -1.138
H -3.5731 1.7494 0.4769 0.249
H -3.4878 -0.0066 0.4190 0.241
H -2.6929 0.9622 -0.8252 0.254
H -2.6002 1.4422 3.3744 0.255
H -1.1534 0.5312 3.7770 0.240
H -2.5594 -0.2952 3.0980 0.241
H -1.2027 3.3935 1.1866 0.248
H 0.1052 2.6440 0.2676 0.227
H 0.2005 2.7372 2.0238 0.250
H -1.7284 -2.7059 2.0582 0.245
H -2.8883 -4.4294 0.6684 0.239
H -2.7706 -4.3022 -1.8092 0.245
H -1.4998 -2.4296 -2.8713 0.227
H 2.1916 1.4148 2.2265 0.245
H 2.6576 0.9845 0.5773 0.244
H 3.5283 0.3021 1.9464 0.255
H 0.5271 -0.4961 3.9998 0.239
H 1.9579 -1.5115 3.9632 0.255
H 0.3995 -2.1930 3.5195 0.238
H 2.1122 -2.3980 -0.2046 0.247
H 1.5735 -3.2803 1.2202 0.245
H 3.1648 -2.5228 1.1900 0.255
C -1.7397 3.5757 -2.6653 -0.701
C -0.5985 2.6860 -2.2885 0.719
N 0.6397 3.1264 -2.4597 -0.766
O -0.8727 1.5636 -1.8074 -0.681
H -1.4172 4.4779 -3.1792 0.231
H -2.2708 3.8462 -1.7524 0.260
H -2.4279 3.0164 -3.2965 0.260
H 0.7964 4.0403 -2.8479 0.418
H 1.4340 2.5572 -2.1975 0.440
Cl 4.8580 -1.4987 -1.6938 0.046
C 3.9694 -0.4391 -2.7932 -0.331
Cl 3.9360 -1.0368 -4.4486 0.049
C 2.5587 -0.3054 -2.2685 0.771
O 2.1723 0.8015 -1.7959 -0.706
O 1.7625 -1.2927 -2.2674 -0.648
H 4.4500 0.5324 -2.7837 0.253
```

Calculated total energy in hartree: -2565.2793
Largest force on an atom in eV/Å: 2.463
Kohn-Sham gap (alpha / beta) in Eh: 0.2810 / 0.2810
HOMO energy (alpha / beta) in eV: -11.576 / -11.574
Energy relative to the best compared isomer or geometry (same formula, charge and spin) in eV: 1.121
Total charge: +1

A single C4H10N4O molecule, computed with ωB97M-V with the def2-TZVPD basis set.

XYZ file:
```
19
Properties=species:S:1:pos:R:3:nbo_charge:R:1
C 0.6239 0.5877 -0.2902 0.473
C 0.0636 -1.1881 1.3219 -0.260
C -0.6677 -2.2585 0.5598 -0.206
C -0.6069 -2.4735 -0.7456 -0.408
H 0.2225 3.5426 -0.0159 0.357
H -1.3300 3.0076 0.1902 0.365
H 0.4561 1.7162 1.3500 0.372
H 1.6932 -1.0429 0.0381 0.395
H 0.5588 -1.6494 2.1723 0.204
H -0.6468 -0.4487 1.7331 0.213
H -1.3094 -2.8949 1.1888 0.197
H -0.0446 -1.8229 -1.4218 0.221
H -1.1833 -3.2778 -1.1925 0.202
H 0.0262 2.1902 -1.8543 0.468
N -0.4197 2.7619 -0.1732 -0.666
N -0.0061 1.5839 0.4546 -0.489
N 1.0639 -0.4426 0.5685 -0.629
N 0.8821 0.5040 -1.5390 -0.227
O 0.6242 1.6051 -2.3449 -0.580
```

Calculated total energy in hartree: -452.5621
Largest force on an atom in eV/Å: 0.680
Kohn-Sham gap in Eh: 0.3248
HOMO energy in eV: -8.180
Energy relative to the best compared isomer or geometry (same formula, charge and spin) in eV: 3.694
SMILES: C=CCN/C(=N/O)NN
Total charge: 0

4 unconnected molecules or ions with the total composition C2H12NO3S at a distorted geometry, computed with ωB97M-V with the def2-TZVPD basis set.

XYZ file:
```
19
Properties=species:S:1:pos:R:3:mulliken_spin:R:1
C 1.1994 0.4053 -1.0103 0.019
C 0.0400 1.2611 -1.5315 -0.043
S -1.2690 1.4283 -0.2840 0.979
N 0.8494 -0.8561 -0.3791 0.004
H 1.8859 1.0056 -0.4066 0.004
H 1.7599 0.0812 -1.8922 -0.001
H -0.4092 0.7413 -2.3818 0.041
H 0.3756 2.2814 -1.7778 -0.011
H 0.2615 -1.4242 -0.9735 0.001
H 0.2384 -0.6314 0.3895 0.002
H -2.4472 -1.4632 -1.8941 0.000
H -1.9244 -0.4212 -0.6791 -0.009
O -2.2176 -1.3204 -0.9650 0.012
H -2.6175 1.1094 2.9394 0.000
H -1.1771 1.2218 2.9588 0.001
O -1.9000 1.0957 3.5888 0.003
H 2.1784 -0.9968 1.9667 0.000
H 2.5051 -1.7642 0.6893 0.000
O 2.6684 -1.7537 1.6426 0.000
```

Calculated total energy in hartree: -761.9862
Largest force on an atom in eV/Å: 1.395
Kohn-Sham gap (alpha / beta) in Eh: 0.3890 / 0.2528
HOMO energy (alpha / beta) in eV: -10.232 / -10.086
Energy relative to the best compared isomer or geometry (same formula, charge and spin) in eV: 0.246
2S+1: 2
Total charge: 0

A single C3H5BN2O3 molecule at a distorted geometry, computed with ωB97M-V with the def2-TZVPD basis set.

XYZ file:
```
14
Properties=species:S:1:pos:R:3:nbo_charge:R:1
B 2.3227 0.0671 -0.0605 1.259
C -1.9879 -2.5751 0.6769 0.356
C -1.1831 -0.2282 0.0278 0.384
C -2.4887 0.5442 -0.0691 -0.644
N -1.4921 -1.5544 0.3845 -0.583
N -0.0766 0.3043 -0.1239 -0.126
O 1.0889 -0.5115 -0.0258 -0.558
O 3.2410 -0.9612 -0.0092 -0.890
O 2.7076 1.3839 -0.0889 -0.918
H -2.4764 1.1836 0.7714 0.239
H -2.7048 1.2329 -0.8227 0.240
H -3.2685 -0.2052 -0.0767 0.234
H 4.1682 -0.7021 -0.0218 0.495
H 2.1497 2.0218 -0.5619 0.511
```

Calculated total energy in hartree: -477.4328
Largest force on an atom in eV/Å: 3.281
Kohn-Sham gap in Eh: 0.4077
HOMO energy in eV: -10.664
Energy relative to the best compared isomer or geometry (same formula, charge and spin) in eV: 0.633
Total charge: 0

A single C4H8O2 molecule at a distorted geometry, computed with ωB97M-V with the def2-TZVPD basis set.

XYZ file:
```
14
Properties=species:S:1:pos:R:3:nbo_charge:R:1
O -1.4120 -0.7802 -1.5761 -0.695
C -0.1303 -0.2250 -1.3485 -0.089
C 0.5145 -0.2169 0.1654 0.204
O 1.5884 -1.0929 0.1911 -0.682
C -0.3786 0.0284 1.3610 -0.472
C 0.5535 1.0833 0.8170 -0.419
H -1.9516 -0.1836 -0.8441 0.451
H -0.1648 0.7418 -1.8747 0.167
H 0.4547 -0.9038 -2.0135 0.179
H 1.2322 -1.9242 -0.1657 0.475
H -0.1920 -0.4541 2.3234 0.233
H -1.4408 0.2560 1.3218 0.207
H 0.0081 1.9978 0.1984 0.208
H 1.3871 1.4199 1.4324 0.234
```

Calculated total energy in hartree: -307.5922
Largest force on an atom in eV/Å: 5.702
Kohn-Sham gap in Eh: 0.3876
HOMO energy in eV: -9.781
Energy relative to the best compared isomer or geometry (same formula, charge and spin) in eV: 3.272
SMILES: OCC1(O)CC1
Total charge: 0

2 unconnected molecules or ions with the total composition C2H4FNO at a distorted geometry, computed with ωB97M-V with the def2-TZVPD basis set.

XYZ file:
```
9
Properties=species:S:1:pos:R:3:nbo_charge:R:1
C 0.3698 -0.6098 0.6086 -0.259
C -0.8688 0.1754 0.0534 -0.271
N 0.2449 -0.1919 -0.7440 0.344
O 0.4319 -0.7195 -1.8427 -0.213
F 1.0923 1.7490 -0.4449 -0.677
H 1.0149 0.1274 1.1350 0.296
H 0.3199 -1.7129 0.8785 0.246
H -1.9236 0.0460 -0.0274 0.249
H -0.6814 1.1363 0.3835 0.286
```

Calculated total energy in hartree: -308.2347
Largest force on an atom in eV/Å: 3.418
Kohn-Sham gap (alpha / beta) in Eh: 0.3093 / 0.3143
HOMO energy (alpha / beta) in eV: -10.394 / -10.507
Energy relative to the best compared isomer or geometry (same formula, charge and spin) in eV: 6.755
Total charge: 0

3 unconnected molecules or ions with the total composition C14H31BBrO7S at a distorted geometry, computed with ωB97M-V with the def2-TZVPD basis set.

XYZ file:
```
55
Properties=species:S:1:pos:R:3:nbo_charge:R:1
C 4.3977 -0.5141 -0.3176 -0.623
C 3.4780 -1.6602 -0.6744 -0.256
Br 3.4872 -2.9749 0.7434 0.033
C 2.1133 -1.0927 -0.9672 -0.553
S 0.9214 -2.3822 -1.4132 0.782
C -0.4410 -1.4626 -2.3194 -0.153
O -1.6826 -1.6194 -1.7684 -0.512
C -2.1366 -0.6637 -0.8096 0.230
O -1.8845 0.6476 -1.1648 -0.523
C -0.7989 1.2772 -0.4944 -0.121
C -1.2346 2.4928 0.2897 -0.089
O -1.6359 2.1236 1.6142 -0.718
C 0.1282 -3.0812 0.0368 -0.940
B 0.0953 -2.2813 1.3999 1.168
O -0.5305 -2.9239 2.4484 -0.919
O 0.6468 -1.0681 1.5970 -0.927
H 5.4300 -0.8248 -0.3220 0.245
H 4.1274 -0.1282 0.6539 0.225
H 4.2789 0.2957 -1.0270 0.222
H 3.8483 -2.1138 -1.5792 0.230
H 2.2090 -0.5321 -1.8904 0.254
H 1.7320 -0.4108 -0.2295 0.273
H -0.1078 -0.4430 -2.4699 0.221
H -0.4514 -1.9502 -3.2801 0.232
H -1.7634 -0.8609 0.1936 0.138
H -3.2064 -0.8010 -0.7694 0.198
H -0.0616 1.5935 -1.2309 0.194
H -0.2942 0.6188 0.2030 0.185
H -0.3675 3.1361 0.3761 0.179
H -2.0551 2.9968 -0.1925 0.206
H -0.8282 1.9799 2.1305 0.464
H -0.8911 -3.3133 -0.2466 0.295
H 0.5988 -4.0369 0.2090 0.305
H -1.4348 -2.5889 2.5586 0.511
H 0.8990 -0.9688 2.5353 0.539
C -1.0756 0.2465 4.1880 -0.716
C -0.1045 -0.1967 5.2507 0.605
O 1.0649 -0.3471 4.9706 -0.565
C -0.6403 -0.4529 6.6329 -0.723
H -0.5164 0.3902 3.2691 0.200
H -1.8388 -0.5181 4.0335 0.226
H -1.5637 1.1842 4.4547 0.251
H -1.3994 -1.2358 6.5993 0.237
H -1.0882 0.4569 7.0350 0.242
H 0.1700 -0.7696 7.2840 0.247
C -0.2049 1.8795 -5.6243 -0.724
C -0.5046 2.6559 -4.3653 0.601
O 0.3749 3.0009 -3.6067 -0.563
C -1.9495 2.9829 -4.0888 -0.724
H 0.8667 1.7115 -5.7037 0.234
H -0.7209 0.9175 -5.6035 0.223
H -0.5425 2.4383 -6.4974 0.245
H -2.5280 2.0620 -3.9973 0.233
H -2.3636 3.5884 -4.8957 0.242
H -2.0209 3.5406 -3.1581 0.233
```

Calculated total energy in hartree: -4075.5839
Largest force on an atom in eV/Å: 1.159
Kohn-Sham gap in Eh: 0.3575
HOMO energy in eV: -12.109
Total charge: +1

A molecular structure, C6H18AgCl2FO8P2 at a distorted geometry, computed with ωB97M-V with the def2-TZVPD basis set.

XYZ file:
```
38
Properties=species:S:1:pos:R:3:nbo_charge:R:1
Ag -2.5995 10.3630 -0.4109 0.907
F -3.4583 9.2210 -2.4421 -0.966
Cl -4.7443 12.2439 -0.3457 -0.949
Cl -0.8175 11.8059 -2.2053 -0.963
C -1.9835 7.5118 3.5388 -0.270
O -3.2554 8.0331 3.6798 -0.819
P -4.0487 8.2069 2.2606 2.560
O -3.1677 8.8514 1.2874 -1.083
O -4.6187 6.6735 1.9170 -0.789
C -3.6946 5.6516 1.5434 -0.254
O -5.3361 9.0155 2.7279 -0.782
C -5.1924 10.3293 3.0652 -0.280
H -2.1126 6.4719 3.8388 0.164
H -1.2554 8.0768 4.1208 0.181
H -1.6322 7.5419 2.5074 0.215
H -2.6684 5.8958 1.2690 0.205
H -4.1580 5.1050 0.7221 0.195
H -3.6767 4.8855 2.3186 0.159
H -5.9604 10.6996 3.7443 0.172
H -5.1431 11.0741 2.2709 0.260
H -4.3474 10.5510 3.7170 0.157
C -1.5751 10.8235 4.1338 -0.268
O -0.3504 11.3264 3.6166 -0.822
P -0.2604 11.5845 2.0704 2.575
O -0.8960 10.5904 1.1113 -1.106
O -0.9677 13.0110 1.8598 -0.815
C -2.3065 13.3029 2.1405 -0.246
O 1.3036 11.8765 1.8539 -0.799
C 2.1691 10.9756 1.2212 -0.255
H -2.1827 10.3108 3.3880 0.229
H -2.1078 11.6216 4.6510 0.179
H -1.3070 10.1353 4.9354 0.170
H -2.9119 12.3987 2.0781 0.207
H -2.8229 14.0377 1.5228 0.229
H -2.2768 13.7446 3.1365 0.134
H 1.7487 9.9714 1.2741 0.188
H 3.1455 10.6939 1.6152 0.166
H 2.3422 11.1783 0.1643 0.214
```

Calculated total energy in hartree: -2691.4072
Largest force on an atom in eV/Å: 5.121
Kohn-Sham gap in Eh: 0.1695
HOMO energy in eV: -0.374
Energy relative to the best compared isomer or geometry (same formula, charge and spin) in eV: 0.000
Total charge: -2

- Which value of total charge does entry 5 give?
  0

Please write out number 5 again, unchanged.
A single C4H8O2 molecule at a distorted geometry, computed with ωB97M-V with the def2-TZVPD basis set.

XYZ file:
```
14
Properties=species:S:1:pos:R:3:nbo_charge:R:1
O -1.4120 -0.7802 -1.5761 -0.695
C -0.1303 -0.2250 -1.3485 -0.089
C 0.5145 -0.2169 0.1654 0.204
O 1.5884 -1.0929 0.1911 -0.682
C -0.3786 0.0284 1.3610 -0.472
C 0.5535 1.0833 0.8170 -0.419
H -1.9516 -0.1836 -0.8441 0.451
H -0.1648 0.7418 -1.8747 0.167
H 0.4547 -0.9038 -2.0135 0.179
H 1.2322 -1.9242 -0.1657 0.475
H -0.1920 -0.4541 2.3234 0.233
H -1.4408 0.2560 1.3218 0.207
H 0.0081 1.9978 0.1984 0.208
H 1.3871 1.4199 1.4324 0.234
```

Calculated total energy in hartree: -307.5922
Largest force on an atom in eV/Å: 5.702
Kohn-Sham gap in Eh: 0.3876
HOMO energy in eV: -9.781
Energy relative to the best compared isomer or geometry (same formula, charge and spin) in eV: 3.272
SMILES: OCC1(O)CC1
Total charge: 0

- The highest largest force on an atom belongs to which entry?
  C4H8O2

- Which of these has the lowest calculated total energy?
  C14H31BBrO7S